Record 1
Molecular formula: C21H18N6RhS2Te
Method: DFT, ωB97M-V/def2-TZVPD

- strongest force on any atom (eV/A) = 1.24
- relative energy (zero: lowest compared OMol25 entry of this formula, charge and spin) (kJ/mol) = 91.0
- HOMO-LUMO gap (spin up / spin down) (eV) = 6.18 / 6.18
- E_tot (eV) = -62977.26825
- charge = +1
- molar mass (Da) = 649.06
- E_HOMO (spin up / spin down) (hartree) = -0.379 / -0.379

Geometry as XYZ:
```
49
C21H18N6RhS2Te, DFT ωB97M-V/def2-TZVPD
Rh -0.1615 -0.6918 -0.1289
C -0.1555 -3.0211 -1.9611
N 0.0729 -2.7707 -0.5324
C 1.2348 -3.3008 0.1964
C 1.4965 -2.3797 1.3693
N 0.9950 -1.1564 1.4330
C 1.5410 -0.5573 2.5679
C 1.3442 0.7184 3.0890
C 2.0264 1.0186 4.2481
C 2.8704 0.0806 4.8741
C 3.0554 -1.1884 4.3677
C 2.3622 -1.4819 3.1970
N 2.3059 -2.6344 2.4129
C -1.0680 -1.9279 -2.4739
N -1.2483 -0.7849 -1.8310
C -2.0628 0.0001 -2.6474
C -2.5613 1.2832 -2.4449
C -3.3629 1.7996 -3.4393
C -3.6703 1.0607 -4.5974
C -3.1939 -0.2185 -4.7942
C -2.3855 -0.7286 -3.7835
N -1.7448 -1.9595 -3.6356
H -0.5800 -4.0066 -2.1674
H 0.8062 -2.9618 -2.4743
H -0.7740 -3.0243 -0.0209
H 2.0962 -3.2905 -0.4741
H 1.0962 -4.3296 0.5368
H 0.6770 1.4208 2.6091
H 1.9051 1.9953 4.6969
H 3.3824 0.3628 5.7842
H 3.7005 -1.9057 4.8562
H 2.7956 -3.4973 2.5806
H -2.3366 1.8293 -1.5401
H -3.7774 2.7923 -3.3270
H -4.3038 1.5077 -5.3515
H -3.4419 -0.7841 -5.6817
H -1.7513 -2.7216 -4.2925
S -3.4750 0.2329 2.4331
C -2.1926 0.4757 1.5072
N -1.2441 0.6690 0.8239
Te 1.6533 0.8849 -0.9690
C 1.1145 2.6887 -0.1727
C 1.8137 3.3473 0.8141
C 1.2688 4.6162 1.1244
C 0.1649 4.8972 0.3672
S -0.1862 3.6484 -0.7254
H 2.6810 2.9205 1.2988
H 1.6633 5.2871 1.8734
H -0.4455 5.7862 0.4048
```



Record 2
Molecular formula: C21H19BrCeF2IN2O4
Method: DFT, ωB97M-V/def2-TZVPD

- strongest force on any atom (eV/A) = 2.87
- relative energy (zero: lowest compared OMol25 entry of this formula, charge and spin) (kJ/mol) = 134.2
- HOMO-LUMO gap (spin up / spin down) (eV) = 5.26 / 5.26
- E_tot (eV) = -129766.70848
- charge = -1
- molar mass (Da) = 748.31
- E_HOMO (spin up / spin down) (hartree) = -0.160 / -0.160

Geometry as XYZ:
```
51
C21H19BrCeF2IN2O4, DFT ωB97M-V/def2-TZVPD
Ce -0.3084 -0.2527 -0.4855
O 0.2934 -0.9050 -6.6595
C 0.2562 -1.2058 -5.3082
C 0.7393 -2.4218 -4.8395
C 0.6938 -2.6342 -3.4750
N 0.2033 -1.7666 -2.6053
C -0.3362 -0.5666 -3.0097
Br 0.8060 2.2471 -1.1221
C -0.2732 -0.3045 -4.4034
H 0.7394 -1.6325 -7.1111
H 1.1452 -3.1691 -5.5150
H 1.0717 -3.5708 -3.0639
H -0.6449 0.6404 -4.7853
C 2.6217 -4.2290 0.2153
C 1.6013 -3.2509 0.7929
C 1.0130 -3.7617 2.1105
O 0.5720 -2.9835 -0.1379
C 2.2952 -1.8519 1.0432
O 3.3658 -1.8580 1.6393
O 1.6412 -0.8732 0.6116
H 2.2045 -5.2362 0.1240
H 3.4997 -4.2557 0.8560
H 2.9232 -3.8729 -0.7681
H 0.6127 -4.7718 1.9979
H 0.2036 -3.1002 2.4164
H 1.7783 -3.7641 2.8812
H 0.0780 -3.7917 -0.3420
F -4.4028 4.5524 -1.3051
C -3.5171 4.0825 -0.3712
C -3.3094 2.7537 -0.2355
C -2.4233 2.2387 0.7698
C -1.5858 3.1905 1.4917
C -1.9465 4.5356 1.3348
F -1.3836 5.5348 2.0890
C -2.8968 5.0135 0.4629
C -0.4274 2.7528 2.2441
C 0.3476 3.6285 3.0365
C 1.4647 3.1781 3.6964
C 1.8111 1.8353 3.6106
C 1.0073 1.0313 2.8209
N -0.0552 1.4516 2.1499
H -3.8312 2.0484 -0.8673
H -3.1427 6.0625 0.4327
H 0.0901 4.6662 3.1303
H 2.0558 3.8718 4.2843
H 2.6739 1.4289 4.1196
H 1.2427 -0.0237 2.7296
I -2.6124 -2.4351 -0.3286
C -2.4765 0.8752 1.0248
H -3.3600 0.3695 0.6426
H -2.1183 0.5000 1.9804
```



Record 3
Molecular formula: C21H19Co2N2O6
Method: DFT, ωB97M-V/def2-TZVPD

- strongest force on any atom (eV/A) = 6.59
- relative energy (zero: lowest compared OMol25 entry of this formula, charge and spin) (kJ/mol) = 203.7
- HOMO-LUMO gap (eV) = 3.78
- E_tot (eV) = -112599.26577
- charge = -1
- molar mass (Da) = 513.26
- E_HOMO (hartree) = -0.059

Geometry as XYZ:
```
50
C21H19Co2N2O6, DFT ωB97M-V/def2-TZVPD
C -2.2043 1.5022 2.9354
N -0.9234 2.1448 2.7189
C -0.7821 3.5175 3.1371
C 0.7178 3.7380 3.1659
N 1.2516 2.4682 2.7021
C 2.6750 2.2107 2.8526
C 0.2748 1.5829 2.3915
C 0.4633 0.2492 1.7868
H -2.0775 0.6435 3.6039
H -2.8736 2.2315 3.4053
H -2.6686 1.2010 1.9955
H -1.2349 4.2379 2.4384
H -1.2479 3.6728 4.1203
H 1.0211 4.5600 2.4899
H 1.0688 3.9632 4.1909
H 3.0179 1.5269 2.0695
H 3.1871 3.1815 2.7827
H 2.8905 1.7893 3.8515
H 1.3715 -0.2676 2.1653
H -0.4333 -0.3356 2.0674
O -1.8049 1.5756 -0.2056
C -0.9351 0.8298 -0.4223
Co 0.4951 -0.1457 -0.3148
C 1.0739 0.8896 -1.5325
O 1.4484 1.6037 -2.3641
C 2.3055 -0.1974 -0.0412
O 3.4307 -0.0541 0.1958
C 0.1327 -1.6001 -1.7180
C -0.9831 -1.4647 -2.6833
C -2.3297 -1.3712 -2.2669
C -3.3663 -1.1809 -3.1912
C -3.0664 -1.0142 -4.5514
C -1.7618 -1.2422 -5.0005
C -0.7384 -1.4920 -4.0757
C 1.3900 -2.1955 -1.9674
C 2.5491 -2.0799 -2.5986
Co 0.6463 -2.8131 -0.4944
C -0.5013 -2.5511 0.8762
O -1.2605 -2.6619 1.7443
C 2.2072 -3.0340 0.1817
O 3.2621 -3.1834 0.6322
C 0.2555 -4.4718 -0.6828
O 0.0770 -5.6096 -0.8017
H -2.5809 -1.5137 -1.2137
H -4.4090 -1.1059 -2.8517
H -3.8475 -0.7255 -5.2555
H -1.5076 -1.1733 -6.0604
H 0.2775 -1.7025 -4.4210
H 3.4167 -2.6806 -2.2989
H 2.6310 -1.4522 -3.4874
```